Molecular formula: C5H12NO
Method: DFT, ωB97M-V/def2-TZVPD

XYZ file:
```
19
Properties=species:S:1:pos:R:3:forces:R:3:mulliken_charge:R:1
C 2.608663 1.769973 0.280709 0.259 -1.246 -1.206 -0.171
N 1.772437 0.806773 0.211707 -1.084 0.510 1.836 -0.031
C 0.356403 0.849999 -0.471535 2.287 0.011 0.196 -0.411
C -0.633215 0.391655 0.561213 -0.511 -0.602 0.364 -0.926
C -0.781956 -1.130715 0.702532 -0.800 0.572 -0.697 -0.370
C -1.339969 -1.750512 -0.619585 -0.093 -0.351 0.618 -0.594
O -1.771144 -0.834613 -1.598833 0.006 0.602 -0.112 -0.536
H 3.239364 1.877975 1.154344 0.294 -0.054 -0.203 0.282
H 2.764416 2.289983 -0.658292 -0.245 0.973 0.407 0.307
H 1.752454 0.210609 1.038618 -0.039 -0.104 -0.051 0.292
H 0.298304 1.908323 -0.683078 -0.483 0.024 -0.544 0.384
H 0.485298 0.217639 -1.341584 -0.619 0.102 -0.205 0.350
H -0.470249 0.803619 1.561684 0.360 0.323 -0.204 0.492
H -1.594538 0.805997 0.256285 0.012 0.001 -0.054 0.332
H -1.476745 -1.293225 1.522917 -0.010 -0.111 0.095 0.330
H 0.144392 -1.634958 0.964432 0.216 0.015 0.085 0.254
H -0.526174 -2.317651 -1.042849 0.079 -0.224 -0.518 0.313
H -2.155046 -2.442937 -0.409655 0.146 -0.149 0.194 0.380
H -2.672704 -0.527941 -1.429029 0.225 -0.291 0.002 0.325
```
Positions in Å, forces in eV/Å.

Computed properties:
**Orbital gap**: 8.579 eV
**SMILES**: C=[NH+]CCCCO
**Net charge**: +1


Molecular formula: C5H12NO
Method: DFT, ωB97M-V/def2-TZVPD

XYZ file:
```
19
Properties=species:S:1:pos:R:3:forces:R:3:mulliken_charge:R:1
C -1.191555 -2.810818 -1.167778 -1.461 -0.289 -0.864 -1.083
C -1.863088 -1.430003 -1.684806 1.175 -0.087 1.988 -0.363
C -1.616877 -0.222870 -0.647642 1.578 -0.309 -0.374 -0.453
C -0.627768 -0.130988 0.307083 1.474 -1.939 -0.650 -0.116
N 0.156893 1.100144 0.540444 -0.583 3.106 0.862 -0.093
C 0.732398 1.526312 1.678890 -0.265 -2.634 -1.612 -0.154
H -0.123289 -2.738864 -0.844160 -0.966 -0.052 -0.581 0.298
H -1.802781 -3.289814 -0.373036 0.435 1.025 0.218 0.316
H -1.385256 -3.648421 -1.906412 0.936 1.291 0.161 0.336
H -1.600344 -1.146350 -2.788528 -0.078 -0.131 2.300 0.329
H -2.930571 -1.466941 -1.624466 -0.783 -0.729 -0.479 0.313
H -2.301713 0.627536 -0.719095 0.694 0.292 -0.854 0.369
H -0.225027 -1.055831 0.887660 -0.245 1.734 -1.495 0.286
H 0.219992 1.870306 -0.275817 -1.263 -2.179 2.354 0.398
H 1.212877 0.767122 2.352403 -1.297 0.700 -0.277 0.251
H 0.779176 2.571898 1.942141 0.711 0.247 -0.632 0.329
H 4.089359 1.152428 0.904480 -0.985 1.170 -0.032 0.350
H 2.916914 1.860180 0.118752 0.945 -0.034 0.564 0.333
O 3.431718 1.900744 0.953561 -0.022 -1.183 -0.599 -0.646
```
Positions in Å, forces in eV/Å.

Computed properties:
**Orbital gap**: 7.654 eV
**Net charge**: +1


Molecular formula: C5H12NO
Method: DFT, ωB97M-V/def2-TZVPD

XYZ file:
```
19
Properties=species:S:1:pos:R:3:forces:R:3:mulliken_charge:R:1
C 1.486605 0.163103 -0.429906 0.543 0.298 -0.037 0.117
C 0.485034 -0.458252 -0.971844 -2.297 0.003 2.868 0.470
C 1.648332 0.661104 0.972581 -0.001 -0.072 -0.116 -1.331
C -0.018004 -1.132926 -2.141670 -0.113 -0.238 -0.404 -1.135
C -1.306144 -0.604326 0.635875 1.999 -0.362 -2.726 -0.596
N -1.651980 0.840726 0.824267 -0.303 -0.205 0.093 -0.175
O -2.356593 -1.151382 -0.075316 0.034 0.437 0.332 -0.494
H 2.353784 0.356090 -1.060680 -0.035 -0.075 -0.241 0.387
H 2.651605 0.427885 1.322262 0.005 0.029 0.106 0.388
H 1.544549 1.746024 1.013677 0.047 0.118 0.041 0.325
H 0.940630 0.187158 1.645904 -0.033 -0.053 0.118 0.322
H 0.092019 -2.211874 -2.034430 -0.021 -0.042 -0.061 0.261
H -1.071960 -0.911475 -2.309983 -0.012 0.006 -0.037 0.320
H 0.548310 -0.808837 -3.017679 0.007 -0.011 -0.066 0.385
H -1.046025 -1.103130 1.563458 -0.030 0.175 0.080 0.381
H -0.804900 1.381543 1.035197 -0.253 -0.099 -0.111 0.299
H -2.049951 1.146451 -0.074147 0.185 0.115 0.276 0.358
H -2.365486 1.000470 1.555306 0.209 0.007 -0.224 0.362
H -2.504558 -2.078537 0.137681 0.068 -0.030 0.110 0.355
```
Positions in Å, forces in eV/Å.

Computed properties:
**Orbital gap**: 9.188 eV
**Net charge**: +1


Molecular formula: C5H12NO
Method: DFT, ωB97M-V/def2-TZVPD

XYZ file:
```
19
Properties=species:S:1:pos:R:3:forces:R:3:mulliken_charge:R:1
C 0.902683 0.568734 -1.833829 -0.118 0.200 0.443 -1.114
C 1.129850 0.754897 -0.330600 -0.131 -0.326 -0.075 -0.471
C 0.798037 -0.475113 0.477187 1.566 0.762 -0.935 0.739
C 1.297515 -0.731343 1.699734 0.130 -0.596 -0.698 -1.042
C -1.499723 -0.951368 -0.287166 1.976 -4.180 0.088 -0.689
N -0.182636 -1.332031 -0.018661 -1.391 0.965 1.031 -0.020
H -0.160073 0.378185 -1.987118 0.071 -0.047 -0.390 0.246
H 1.514730 -0.240144 -2.228207 -0.099 -0.089 -0.059 0.335
H 1.151493 1.479627 -2.377186 -0.030 -0.049 0.063 0.378
H 0.532056 1.589063 0.051908 0.065 0.028 -0.055 0.316
H 2.173770 0.956886 -0.134085 0.231 0.290 0.130 0.428
H 2.046696 -0.073034 2.113838 -0.160 0.165 0.133 0.294
H 0.995541 -1.597113 2.269747 0.047 -0.095 0.083 0.303
H -1.709708 -1.103530 -1.339545 -0.878 2.200 -0.511 0.411
H -2.084553 -1.492204 0.461548 -0.870 -0.133 -0.800 0.409
H -0.114746 -2.296272 0.323791 -0.323 0.541 1.477 0.369
H -2.670581 1.991810 0.753689 0.197 -0.442 -0.155 0.326
H -1.790856 0.763802 0.236518 -0.505 0.056 0.056 0.346
O -1.801171 1.710099 0.425695 0.222 0.748 0.173 -0.566
```
Positions in Å, forces in eV/Å.

Computed properties:
**Orbital gap**: 6.132 eV
**Net charge**: +1


Molecular formula: C5H12NO
Method: DFT, ωB97M-V/def2-TZVPD

XYZ file:
```
19
Properties=species:S:1:pos:R:3:forces:R:3:mulliken_charge:R:1
C 1.644341 1.399822 -2.073532 0.832 0.175 -2.421 0.202
C 1.779270 1.454723 -3.413812 -0.488 -0.094 1.276 -0.715
C 0.652875 0.331140 -0.220532 0.001 -1.191 -0.038 -0.023
N 0.871049 0.395010 -1.487063 -0.574 -0.009 0.799 -0.085
H 2.134151 2.062301 -1.393919 0.234 0.215 0.345 0.284
H 1.165121 0.802819 -4.044929 0.499 0.163 0.056 0.248
H 2.448683 2.180287 -3.868914 -0.299 -0.132 0.044 0.264
H -0.010371 -0.475149 0.137484 0.605 0.691 -0.285 0.127
H 1.190684 0.973404 0.507108 -0.577 -0.155 -0.809 0.274
H 0.465890 -0.304182 -2.135284 0.034 0.499 0.627 0.336
C -0.861960 -1.202581 2.108916 0.077 -0.159 0.389 -0.213
O -1.378706 -1.377353 3.437757 0.390 0.159 -0.675 -0.517
C -1.977387 -0.586945 1.271194 -0.605 -0.155 1.047 -1.155
H 0.040505 -0.558351 2.123487 -0.287 -0.343 0.242 0.264
H -0.598662 -2.167726 1.634705 0.112 0.141 0.467 0.311
H -0.673606 -1.552251 4.076051 -0.065 -0.007 -0.318 0.319
H -1.999062 0.500021 1.311852 0.055 0.104 -0.067 0.309
H -2.001492 -0.944088 0.247130 -0.055 -0.032 -0.174 0.396
H -2.891324 -0.930901 1.782303 0.112 0.128 -0.506 0.374
```
Positions in Å, forces in eV/Å.

Computed properties:
**Orbital gap**: 7.955 eV
**Net charge**: +1


Molecular formula: C5H12NO
Method: DFT, ωB97M-V/def2-TZVPD

XYZ file:
```
19
Properties=species:S:1:pos:R:3:forces:R:3:mulliken_charge:R:1
C 0.151181 -1.526054 -1.286750 1.009 1.022 1.702 -1.035
C 0.821248 -0.158841 -0.908461 -0.470 0.288 0.122 -0.886
C -0.123424 1.012110 -0.898259 -1.720 -1.939 -0.648 0.723
C -0.895544 1.430410 -1.928312 0.629 0.918 0.716 -0.895
C -0.549820 0.935018 1.516932 0.380 0.297 -1.061 -0.179
N -0.625762 1.480842 0.362559 1.145 1.437 -0.596 -0.004
H 0.726325 -2.216086 -0.664923 0.123 -0.623 -0.960 0.290
H 0.197594 -1.649861 -2.358315 -0.149 -0.552 -0.009 0.382
H -0.841711 -1.612581 -0.852991 -0.337 0.240 -0.452 0.344
H 1.612468 0.117136 -1.602092 -0.055 -0.238 -0.301 0.393
H 1.359646 -0.201950 0.043701 -0.303 -0.186 0.049 0.450
H -1.170756 0.887331 -2.817476 0.974 -0.011 -0.421 0.274
H -1.227102 2.467632 -1.879978 -0.955 -0.354 0.229 0.272
H -0.715255 1.593227 2.355769 -0.642 -0.458 0.337 0.304
H -0.212923 -0.095833 1.542495 0.214 0.295 0.615 0.279
H -1.055411 2.397791 0.223634 0.085 0.080 0.634 0.301
H 0.594034 -2.217259 2.631469 0.034 0.087 -0.190 0.319
H 1.112072 -1.345413 3.723107 0.119 0.307 0.027 0.294
O 0.843141 -1.297619 2.797890 -0.079 -0.611 0.207 -0.627
```
Positions in Å, forces in eV/Å.

Computed properties:
**Orbital gap**: 8.778 eV
**Net charge**: +1


In the order shown, the computed energy above the lowest of the compared OMol25 structures with the same formula, charge and spin values come out to 38.4 92.8 79.2 119.3 54.8 49.6 kcal per mole.
In the order shown, the computed largest force on an atom values come out to 2.30 3.45 3.67 4.62 2.57 2.67 eV/Å.
In the order shown, the computed E_HOMO values come out to -0.5107 -0.4956 -0.4617 -0.5230 -0.4986 -0.5057 Eh.